(1)
Below is C2HN2PS in the gas phase, with properties calculated with ωB97M-V/def2-TZVPD.

```
7
Properties=species:S:1:pos:R:3:forces:R:3
N -1.585 2.232 -0.228 0.3332 -0.0073 0.4252
C -0.804 1.501 0.203 0.3683 -0.9448 -0.6454
P 0.313 0.114 0.689 -0.5026 1.3284 0.4202
S 1.902 0.107 -0.714 -1.0273 0.7258 -0.3259
C -0.713 -1.183 0.071 -0.0121 0.6334 -0.1226
N -1.382 -2.054 -0.243 -0.4830 -0.8237 -0.2165
H 2.268 -0.717 0.223 1.3235 -0.9117 0.4650
```
Forces are in eV/Å.

Computed properties:
lowest unoccupied orbital energy	-0.71	eV
structure (SMILES)	N#CP(S)C#N
frontier orbital gap	9.84	eV
energy	-925.82505	Eh
charge	0
energy above the lowest of the compared OMol25 structures with the same formula, charge and spin	0.428	eV

Let us look at the Löwdin charges, expressed in e, one per atom: number 1, N, carries 0.09; number 2, C, carries -0.45; number 3, P, carries 0.56; number 4, S, carries 0.44; number 5, C, carries -0.52; number 6, N, carries 0.11; number 7, H, carries -0.24

(2)
Below is C2HN3O3 in the gas phase, with properties calculated with ωB97M-V/def2-TZVPD.

```
9
Properties=species:S:1:pos:R:3:forces:R:3
N 2.605 -1.278 0.921 1.1561 -0.2167 0.4005
C 1.661 -0.865 0.434 -1.2803 -0.5159 -0.7613
N 0.476 -0.444 -0.069 0.3239 -0.9200 -0.6127
C -0.291 -1.232 -0.984 0.8498 0.3588 2.1809
O -0.112 -2.353 -1.334 -0.2986 1.9937 -0.0358
N -1.587 -0.379 -1.309 -0.6693 -1.1376 -0.5879
O -1.838 0.634 -0.696 0.7214 -0.1426 0.1337
O -2.291 -0.914 -2.126 0.1826 0.2182 -0.0146
H 0.111 0.267 0.543 -0.9856 0.3621 -0.7027
```
Forces are in eV/Å.

Computed properties:
lowest unoccupied orbital energy	-1.52	eV
structure (SMILES)	N#CNC(=O)[N+](=O)[O-]
frontier orbital gap	10.13	eV
energy	-466.67731	Eh
charge	0
energy above the lowest of the compared OMol25 structures with the same formula, charge and spin	5.185	eV

Let us look at the Löwdin charges, expressed in e, one per atom: number 1, N, carries 0.18; number 2, C, carries -0.27; number 3, N, carries 0.13; number 4, C, carries -0.29; number 5, O, carries 0.21; number 6, N, carries -0.32; number 7, O, carries 0.09; number 8, O, carries 0.13; number 9, H, carries 0.15

(3)
Below is a molecular structure, C2HN3O3, with properties calculated with ωB97M-V/def2-TZVPD.

```
9
Properties=species:S:1:pos:R:3:forces:R:3
C -0.058 0.114 0.088 1.5148 2.5230 -1.0877
C -2.028 0.556 -0.019 -2.6826 3.3221 1.4769
H -3.112 0.944 0.191 2.6076 -0.1017 -0.9094
N 1.413 0.007 -0.011 -0.2807 1.7378 0.8061
N -0.803 1.170 0.070 0.4124 0.0196 0.3676
N -1.929 -0.690 -0.070 -4.5214 -3.2981 -0.5198
O 2.019 1.107 -0.090 -0.8762 -3.4818 0.0478
O 1.775 -1.156 0.078 1.0394 1.6612 -0.3767
O -0.687 -0.997 -0.055 2.7866 -2.3821 0.1952
```
Forces are in eV/Å.

Computed properties:
lowest unoccupied orbital energy	-1.45	eV
frontier orbital gap	10.49	eV
energy	-466.61514	Eh
charge	0
energy above the lowest of the compared OMol25 structures with the same formula, charge and spin	6.876	eV

Let us look at the Löwdin charges, expressed in e, one per atom: number 1, C, carries -0.32; number 2, C, carries -0.18; number 3, H, carries 0.17; number 4, N, carries -0.27; number 5, N, carries 0.22; number 6, N, carries 0.06; number 7, O, carries 0.10; number 8, O, carries 0.13; number 9, O, carries 0.10

(4)
Below is 2 unconnected molecules or ions with the total composition C2HN4, with properties calculated with ωB97M-V/def2-TZVPD.

```
7
Properties=species:S:1:pos:R:3:forces:R:3
C 1.404 0.031 2.208 1.2287 0.5837 1.3022
C 0.743 0.065 1.006 -0.9509 1.4852 -1.6710
N 1.967 0.227 3.204 -0.6210 -0.3250 -1.1448
N 0.197 0.378 0.043 1.5406 -1.1516 2.6675
N -0.422 -3.017 2.339 0.5714 1.0814 -0.2038
N 0.053 -2.057 2.101 -1.0572 -1.9370 0.2529
H -0.397 0.668 -0.688 -0.7116 0.2632 -1.2030
```
Forces are in eV/Å.

Computed properties:
lowest unoccupied orbital energy	-7.11	eV
frontier orbital gap	11.49	eV
energy	-295.47939	Eh
charge	+1
energy above the lowest of the compared OMol25 structures with the same formula, charge and spin	0.364	eV

Let us look at the Löwdin charges, expressed in e, one per atom: number 1, C, carries -0.15; number 2, C, carries 0.01; number 3, N, carries 0.33; number 4, N, carries 0.45; number 5, N, carries 0.15; number 6, N, carries 0.04; number 7, H, carries 0.17

(5)
Below is a gas-phase ion, C2HN4 (charge +1), with properties calculated with ωB97M-V/def2-TZVPD.

```
7
Properties=species:S:1:pos:R:3:forces:R:3
N 3.514 -0.161 -0.021 0.6606 -0.3657 0.1790
C 2.405 0.123 0.097 -0.5561 0.2226 -0.5588
C 1.196 0.779 -0.079 -1.5463 1.3411 0.3974
N -0.093 0.455 -0.050 1.2949 2.3548 0.1503
N -0.563 1.794 0.074 -1.8047 -0.3482 -0.2619
N 0.439 2.444 -0.030 2.0987 -1.7291 -0.0412
H -0.727 -0.299 0.109 -0.1471 -1.4755 0.1351
```
Forces are in eV/Å.

Computed properties:
lowest unoccupied orbital energy	-8.79	eV
structure (SMILES)	N#CC1=[NH+]N=N1
frontier orbital gap	8.50	eV
energy	-295.30057	Eh
charge	+1
energy above the lowest of the compared OMol25 structures with the same formula, charge and spin	5.230	eV

Let us look at the Löwdin charges, expressed in e, one per atom: number 1, N, carries 0.33; number 2, C, carries -0.07; number 3, C, carries 0.05; number 4, N, carries 0.18; number 5, N, carries 0.06; number 6, N, carries 0.27; number 7, H, carries 0.18

(6)
Below is 2 unconnected molecules or ions with the total composition C2HN4O4, with properties calculated with ωB97M-V/def2-TZVPD.

```
11
Properties=species:S:1:pos:R:3:forces:R:3
C 1.267 0.384 1.260 2.1147 -4.1277 -1.0567
C 0.410 -0.004 0.104 -0.2598 0.1661 0.1243
N 0.897 1.706 1.749 -2.1654 4.2157 0.9226
N 0.104 2.482 1.579 1.7164 -2.1754 0.1698
N -0.610 0.717 -0.056 -0.6259 2.4008 1.2373
N -3.048 2.168 -0.600 3.1696 1.5905 2.9558
O 2.163 -0.251 1.701 -1.0192 1.3068 -0.0722
O -1.579 0.833 -0.805 -0.8004 -1.6285 -1.8012
O -3.807 1.968 -1.387 -1.6776 -1.3512 -2.2104
O -2.680 2.878 0.239 -0.2565 -0.3499 -0.0750
H 0.775 -0.892 -0.397 -0.1958 -0.0472 -0.1943
```
Forces are in eV/Å.

Computed properties:
lowest unoccupied orbital energy (spin up / spin down)	-6.63 / -6.57	eV
frontier orbital gap (spin up / spin down)	7.41 / 7.54	eV
energy	-596.20895	Eh
charge	+1
energy above the lowest of the compared OMol25 structures with the same formula, charge and spin	0.943	eV

Let us look at the Löwdin charges, expressed in e, one per atom: number 1, C, carries -0.34; number 2, C, carries -0.01; number 3, N, carries 0.18; number 4, N, carries 0.41; number 5, N, carries -0.06; number 6, N, carries -0.19; number 7, O, carries 0.24; number 8, O, carries 0.01; number 9, O, carries 0.35; number 10, O, carries 0.25; number 11, H, carries 0.16

(7)
Below is 2 unconnected molecules or ions with the total composition C2HN4S3, with properties calculated with ωB97M-V/def2-TZVPD.

```
10
Properties=species:S:1:pos:R:3:forces:R:3
C -1.121 -0.560 -0.326 0.1095 -0.0243 0.2583
C 1.618 -1.988 -3.541 0.1658 -0.1208 -0.3113
N -2.348 -0.037 -0.297 0.3317 -0.0610 0.5835
N -2.720 -0.049 -1.560 -0.8646 0.3107 -0.2833
N -1.780 -0.552 -2.305 0.1154 -0.1764 -0.8063
N -0.744 -0.893 -1.558 0.3902 -0.1439 0.2928
S -0.103 -0.783 1.104 -0.1845 -0.0849 -0.1661
S 0.631 -3.013 -4.153 0.0059 0.2048 0.2479
S 2.686 -0.986 -3.026 -0.2121 -0.0516 0.1038
H 0.484 0.413 1.039 0.1427 0.1474 0.0806
```
Forces are in eV/Å.

Computed properties:
lowest unoccupied orbital energy	2.83	eV
frontier orbital gap	7.98	eV
energy	-1490.42942	Eh
charge	-1
energy above the lowest of the compared OMol25 structures with the same formula, charge and spin	0.000	eV

Let us look at the Löwdin charges, expressed in e, one per atom: number 1, C, carries -0.92; number 2, C, carries -1.45; number 3, N, carries -0.08; number 4, N, carries -0.17; number 5, N, carries -0.15; number 6, N, carries -0.07; number 7, S, carries 0.66; number 8, S, carries 0.69; number 9, S, carries 0.67; number 10, H, carries -0.18

(8)
Below is C2HN5 in the gas phase, with properties calculated with ωB97M-V/def2-TZVPD.

```
8
Properties=species:S:1:pos:R:3:forces:R:3
C 0.312 0.046 0.034 -2.2142 0.6751 0.2713
C -0.892 0.139 0.014 -5.2993 -1.4557 -0.1051
N -2.672 -0.044 -0.002 3.7519 1.2062 0.0369
N -3.425 1.052 -0.008 0.7956 0.8832 -0.0804
N -4.633 0.674 -0.001 0.0068 -0.2274 0.0302
N -4.660 -0.701 0.018 0.0336 0.9743 0.0003
N -3.475 -1.113 0.021 1.9909 -1.8462 -0.0240
H 1.289 0.343 0.270 0.9346 -0.2095 -0.1293
```
Forces are in eV/Å.

Computed properties:
lowest unoccupied orbital energy	-1.05	eV
structure (SMILES)	C#Cn1nnnn1
frontier orbital gap	10.81	eV
energy	-350.34567	Eh
charge	0
energy above the lowest of the compared OMol25 structures with the same formula, charge and spin	4.971	eV

Let us look at the Löwdin charges, expressed in e, one per atom: number 1, C, carries 0.07; number 2, C, carries 0.08; number 3, N, carries -0.09; number 4, N, carries -0.01; number 5, N, carries -0.03; number 6, N, carries -0.03; number 7, N, carries -0.01; number 8, H, carries 0.03

Among the records above, which one has the highest energy above the lowest of the compared OMol25 structures with the same formula, charge and spin? number 3